Record 1
Formula: C26H23BrCl4N2O4S3Y
Source: OMol25
Level of theory: ωB97M-V with the def2-TZVPD basis set

Geometry as ORCA input:
```
! wB97M-V def2-TZVPD RIJCOSX def2/J DEFGRID3
* xyz 1 1
Y 0.06155 -1.28951 0.05716
C -0.09310 -3.54335 -3.07433
C -0.48313 -4.60702 -2.06098
S -0.06164 -4.15375 -0.35300
C -1.60034 -4.44864 0.56920
C -2.84475 -3.71358 0.08824
S -2.72000 -1.89007 0.00574
C -3.30357 -1.52123 -1.67284
C -2.54833 -2.17032 -2.82131
S -0.75322 -1.87518 -2.78387
H 0.98899 -3.40038 -3.08731
H -0.38458 -3.85627 -4.07715
H -1.54856 -4.82581 -2.10281
H 0.03972 -5.53235 -2.30209
H -1.79633 -5.52105 0.56261
H -1.33210 -4.15019 1.58301
H -3.16119 -4.05233 -0.89710
H -3.65593 -3.93774 0.78047
H -4.35945 -1.78594 -1.73569
H -3.24655 -0.43288 -1.73547
H -2.71033 -3.24608 -2.83857
H -2.92985 -1.77278 -3.76131
Cl 0.31028 1.32963 6.53278
C 0.16445 0.25323 5.20089
C -0.11280 -1.09346 5.41132
Cl -0.31916 -1.70115 7.00569
C -0.22901 -1.95714 4.31758
Cl -0.60431 -3.63161 4.52106
C -0.05169 -1.48131 3.03225
O -0.16232 -2.24338 1.92647
C 0.21539 -0.11542 2.81258
O 0.32970 0.26525 1.53026
C 0.32087 0.73671 3.89675
Cl 0.63504 2.41313 3.59713
C 3.16268 -2.21776 -1.13990
O 2.17621 -1.16737 -1.11837
C 2.65502 0.13153 -1.31599
C 3.97752 0.43002 -1.58116
C 4.35186 1.76648 -1.67388
Br 6.14884 2.17880 -2.05799
C 3.44846 2.78523 -1.44350
C 2.12059 2.47192 -1.17373
C 1.71863 1.14612 -1.18942
O 0.38116 0.79574 -1.06508
C 1.14675 3.50344 -0.78950
N 0.98081 4.65787 -1.33957
C -0.06312 5.24913 -0.62250
C -0.64230 6.50502 -0.77993
C -1.65115 6.85448 0.09542
C -2.07942 5.98156 1.10702
C -1.52174 4.72681 1.26731
C -0.51534 4.38294 0.37522
N 0.24338 3.21869 0.23480
H 3.61702 -2.28198 -2.12751
H 2.63547 -3.14114 -0.91260
H 3.92168 -2.03572 -0.38044
H 4.72632 -0.33778 -1.69714
H 3.75612 3.82115 -1.45359
H -0.07771 1.56231 -0.65030
H -0.30159 7.17667 -1.55569
H -2.11930 7.82539 0.00655
H -2.86438 6.29936 1.78006
H -1.84531 4.05612 2.05213
H 0.45913 2.60691 1.02197
*
```

Summary:
gap between HOMO and LUMO: 0.265 Ha
relative energy (zero: lowest compared OMol25 entry of this formula, charge and spin): 5.1 kcal per mole
LUMO level: -2.82 eV

Record 2
Formula: C11H21AlBr4Cl2FMgN2NaO8PS
Source: OMol25
Level of theory: ωB97M-V with the def2-TZVPD basis set

Geometry as ORCA input:
```
! wB97M-V def2-TZVPD RIJCOSX def2/J DEFGRID3
* xyz 1 1
C 2.19001 0.36170 0.89241
C 2.31446 1.78852 0.34567
C 1.07220 2.31738 -0.37694
C 0.01400 2.94156 0.56642
C -1.37344 2.28909 0.57381
P -1.42722 0.45863 0.40770
S -1.67580 -1.92008 0.25311
O -2.61892 -2.40558 1.39598
O -2.11674 -2.27984 -1.04577
F -0.23574 -2.62888 0.48583
H 1.61122 0.38566 1.82210
H 3.18820 0.01952 1.15924
H 1.76170 -0.29894 0.13960
H 2.63952 2.47876 1.11935
H 3.08539 1.75328 -0.42057
H 1.44647 3.12616 -0.99923
H 0.68404 1.56790 -1.07127
H -0.13663 3.96535 0.23868
H 0.45416 3.02174 1.55732
H -2.05321 2.73739 -0.15132
H -1.81760 2.50205 1.55181
H -0.44299 0.23243 1.41800
H -2.75812 0.44703 0.84246
H -1.17401 0.48266 -1.05727
Al -1.11401 -0.09979 -3.04121
C 5.44834 1.46839 -2.24208
O 6.60221 1.70398 -2.44928
O 5.46100 0.60070 -0.79029
O 4.36676 1.65784 -2.67517
H 6.43380 0.64273 -0.69898
Cl 0.75021 0.61080 -4.32439
Br 5.28196 -1.07600 0.10383
Na -1.54525 -1.00670 2.51596
N 3.14410 5.26619 0.80244
O 3.28694 5.51279 -0.39428
O 4.09563 4.86260 1.47619
O 2.02980 5.40283 1.33243
N -2.02032 -5.37696 1.31263
C -1.14491 -6.41198 1.28941
C -1.85176 -7.58442 1.46124
C -3.20971 -7.24390 1.59013
C -3.28560 -5.87202 1.48529
H -1.78593 -4.40449 1.21323
H -0.09163 -6.23805 1.15232
H -1.43148 -8.57446 1.48846
H -4.03793 -7.91614 1.73542
H -4.15325 -5.23339 1.52736
C -3.06593 4.22764 -3.34056
Br -4.17439 2.92107 -2.44783
Br -1.84627 5.06786 -2.11641
Br -2.14246 3.44692 -4.82770
H -3.72014 4.99594 -3.72520
Cl -4.21478 -1.08190 0.27846
Mg -4.69595 -3.61159 2.66146
*
```

Summary:
gap between HOMO and LUMO: 0.045 Ha
LUMO level: -8.20 eV

Record 3
Formula: C38H37Cl5CsO4S2Si
Source: OMol25
Level of theory: ωB97M-V with the def2-TZVPD basis set

Geometry as ORCA input:
```
! wB97M-V def2-TZVPD RIJCOSX def2/J DEFGRID3
* xyz -1 1
Cs 0.24824 1.67460 1.17662
O 3.45354 1.90006 1.35866
S 4.91241 1.55018 1.41788
C 4.99124 -0.23407 1.69491
C 4.44806 -1.10131 0.55937
C 3.89665 -2.45037 1.04920
C 2.57666 -2.37158 1.82408
S 1.09349 -1.61760 1.03636
O 1.55207 -0.25547 0.60787
C 1.20129 -2.63048 -0.44561
C 1.74356 -2.06274 -1.58469
C 1.85602 -2.83029 -2.73829
C 1.41450 -4.14965 -2.74813
C 0.85489 -4.70468 -1.60005
C 0.74495 -3.94370 -0.44366
C 5.50495 1.57238 -0.25811
C 4.57718 1.77573 -1.26416
C 5.01623 1.81052 -2.58432
C 6.36667 1.64878 -2.87829
C 7.28939 1.45940 -1.85176
C 6.85972 1.42842 -0.53103
H 4.38753 -0.31638 2.60478
H 6.03049 -0.46462 1.95658
H 5.23246 -1.26558 -0.17755
H 3.64177 -0.56148 0.06533
H 4.63513 -2.94205 1.69269
H 3.76384 -3.10084 0.18276
H 2.67299 -1.76781 2.73792
H 2.23790 -3.37021 2.13376
H 2.06449 -1.02547 -1.55777
H 2.27787 -2.38939 -3.63512
H 1.49333 -4.74232 -3.65327
H 0.48661 -5.72610 -1.60768
H 0.27717 -4.36501 0.44602
H 3.53179 1.90606 -0.99733
H 4.30042 1.96807 -3.38363
H 6.70427 1.68123 -3.90858
H 8.34433 1.34728 -2.08135
H 7.57403 1.29521 0.27954
Cl -1.14850 9.59054 1.11385
C -1.08450 7.85455 1.19192
C 0.14093 7.18106 1.18841
Cl 1.61881 8.09335 1.08548
C 0.19031 5.79423 1.26149
Cl 1.70463 4.93043 1.22595
C -0.98059 4.98294 1.36143
O -0.91600 3.71298 1.45324
C -2.21155 5.71097 1.33366
Cl -3.66132 4.75885 1.41042
C -2.25875 7.09630 1.25872
Cl -3.79749 7.90554 1.24794
C -1.15102 -0.31191 -2.09224
C -2.53746 -0.08547 -1.46666
C -3.60891 -0.58838 -2.44231
C -2.73573 1.42836 -1.25563
Si -2.53551 -0.84245 0.29583
O -1.17966 -0.47009 1.03810
C -2.80483 -2.73556 0.32704
C -2.09618 -3.42184 1.33206
C -2.22779 -4.79567 1.51748
C -3.07492 -5.53282 0.69401
C -3.79434 -4.88203 -0.30515
C -3.66170 -3.50449 -0.48017
C -4.06950 -0.13483 1.14701
C -5.38294 -0.48958 0.79471
C -6.48319 0.12445 1.38993
C -6.29208 1.10916 2.35864
C -5.00136 1.46832 2.73086
C -3.90786 0.84982 2.13074
H -1.06967 0.23294 -3.04367
H -0.96543 -1.37410 -2.29608
H -0.35139 0.04295 -1.42109
H -3.52479 -0.03591 -3.39113
H -4.62725 -0.42878 -2.06461
H -3.48889 -1.64931 -2.67908
H -2.68140 1.96377 -2.21234
H -1.97391 1.84691 -0.58973
H -3.71013 1.63740 -0.80184
H -1.42606 -2.84931 1.97422
H -1.67102 -5.29177 2.30530
H -3.17852 -6.60307 0.83255
H -4.46145 -5.44587 -0.94769
H -4.24338 -3.03054 -1.26310
H -5.55756 -1.27045 0.05408
H -7.48811 -0.16145 1.09770
H -7.14539 1.59546 2.81776
H -4.84306 2.23924 3.47707
H -2.90172 1.15649 2.41101
*
```

Summary:
gap between HOMO and LUMO: 0.237 Ha
relative energy (zero: lowest compared OMol25 entry of this formula, charge and spin): 9.5 kcal per mole
LUMO level: 1.69 eV

Record 4
Formula: C2H6O2P
Source: OMol25
Level of theory: ωB97M-V with the def2-TZVPD basis set

Geometry as ORCA input:
```
! wB97M-V def2-TZVPD RIJCOSX def2/J DEFGRID3
* xyz -1 1
C 1.59402 -0.87771 -0.02513
C -1.31082 1.26963 0.02042
O -1.55907 -1.39427 -0.31997
O 1.54078 -0.60721 1.28768
P -1.52888 -0.40344 0.78148
H 2.55771 -0.36612 -0.37487
H 0.75667 -0.47939 -0.67439
H 1.69202 -1.96661 -0.28659
H -0.46686 1.92924 0.27804
H -2.21338 1.89579 0.30282
H -1.06219 1.00011 -0.98948
*
```

Summary:
gap between HOMO and LUMO (spin up / spin down): 0.241 / 0.241 Ha
relative energy (zero: lowest compared OMol25 entry of this formula, charge and spin): 84.8 kcal per mole
LUMO level (spin up / spin down): 4.02 / 4.02 eV

Record 5
Formula: C6H16NO
Source: OMol25
Level of theory: ωB97M-V with the def2-TZVPD basis set

Geometry as ORCA input:
```
! wB97M-V def2-TZVPD RIJCOSX def2/J DEFGRID3
* xyz 1 1
C 3.22464 0.21140 0.82667
C 1.79969 0.02683 0.29469
C 1.14451 1.40410 0.07695
C -0.32802 1.33541 -0.42953
C -2.26803 1.71533 1.13651
C -1.33232 0.87264 0.61570
N 1.74429 -0.63772 -0.97834
H 3.28776 0.79059 1.75815
H 3.71950 -0.77995 0.96240
H 3.84319 0.77969 0.06686
H 1.20882 -0.54503 1.07832
H 1.17485 2.07102 0.99773
H 1.72378 1.92988 -0.71104
H -0.34024 0.54694 -1.27375
H -0.66060 2.30990 -0.83234
H -2.37010 2.74245 0.81905
H -2.97776 1.32260 1.88218
H -6.46555 -4.29457 -1.72957
H 0.61305 -1.29300 -0.83816
H -1.30413 -0.20549 0.94518
H 2.49946 -1.37865 -1.15631
H -0.64884 -2.50470 -0.93473
H -6.86855 -4.77409 -2.01116
O -0.41941 -1.64557 -0.56547
*
```

Summary:
gap between HOMO and LUMO: 0.142 Ha
relative energy (zero: lowest compared OMol25 entry of this formula, charge and spin): 197.9 kcal per mole
LUMO level: -9.42 eV

Record 6
Formula: C4H7NO2
Source: OMol25
Level of theory: ωB97M-V with the def2-TZVPD basis set

Geometry as ORCA input:
```
! wB97M-V def2-TZVPD RIJCOSX def2/J DEFGRID3
* xyz 0 1
O 1.93396 -0.13449 -0.39275
C 0.96191 0.08076 0.64441
C 0.22726 1.35057 0.38406
N -0.86573 0.83422 -0.69597
C -1.06655 -0.60885 -0.58421
C -0.03685 -1.06503 0.45442
O -0.02837 -2.15261 0.97879
H 2.37488 -0.97694 -0.20947
H 1.41890 0.05992 1.64082
H -0.30062 1.73767 1.25814
H 0.06006 1.41113 -1.01257
H -1.69052 1.42021 -0.71217
H -0.91421 -1.12923 -1.53416
H -2.07413 -0.82732 -0.21932
*
```

Summary:
gap between HOMO and LUMO: 0.314 Ha
relative energy (zero: lowest compared OMol25 entry of this formula, charge and spin): 108.3 kcal per mole
LUMO level: 0.69 eV

Record 7
Formula: C5H8N2O
Source: OMol25
Level of theory: ωB97M-V with the def2-TZVPD basis set

Geometry as ORCA input:
```
! wB97M-V def2-TZVPD RIJCOSX def2/J DEFGRID3
* xyz 0 1
C -2.01760 1.43344 0.14975
C -1.15206 0.55658 0.56438
N -0.52692 -0.30256 1.17112
C 0.24360 -1.36998 0.65024
C -0.02251 -1.74526 -0.80397
H -1.69731 2.35107 -0.30302
H -3.07607 1.27301 0.27695
H 1.30532 -0.91488 0.68947
H 0.09737 -2.22782 1.31028
H 0.20893 -0.89081 -1.44065
H 0.61815 -2.57421 -1.09756
H -1.06446 -2.03314 -0.94497
N 1.99264 0.92592 -0.22805
C 1.35692 1.92253 0.00299
O 0.78529 2.92679 0.09846
H 2.94871 0.66932 -0.09541
*
```

Summary:
gap between HOMO and LUMO: 0.336 Ha
relative energy (zero: lowest compared OMol25 entry of this formula, charge and spin): 50.0 kcal per mole
LUMO level: 0.66 eV

Record 8
Formula: C8H15N2OS
Source: OMol25
Level of theory: ωB97M-V with the def2-TZVPD basis set

Geometry as ORCA input:
```
! wB97M-V def2-TZVPD RIJCOSX def2/J DEFGRID3
* xyz 1 1
C 0.73571 -0.06446 0.49922
C -2.26605 -0.92783 -1.01271
C 1.46738 -0.93575 -0.17139
C 3.66160 -1.81604 -0.52849
C -1.85374 0.23383 -1.82972
C 0.10492 2.29359 0.59763
C -0.62277 0.66858 2.42035
C 0.11020 0.88822 1.12725
N 2.84067 -1.04425 0.13096
N -1.46343 -1.84633 -0.70110
O 1.08074 -1.78245 -1.12669
S 5.31823 -1.91474 -0.13290
H 3.24384 -2.39208 -1.34563
H -2.06209 1.15712 -1.29229
H -2.45891 0.25016 -2.73612
H -0.80270 0.18432 -2.09747
H 0.50715 2.35096 -0.40936
H 0.70823 2.92012 1.25422
H -0.90903 2.68865 0.60750
H -1.20978 1.54631 2.67079
H 0.08228 0.48539 3.22745
H -1.28184 -0.19388 2.35249
H -3.32232 -0.93728 -0.73582
H 3.18211 -0.46690 0.89492
H -1.84205 -2.62192 -0.16715
H 0.05437 -1.84834 -1.10198
H 5.66416 -2.77070 -1.09785
*
```

Summary:
gap between HOMO and LUMO (spin up / spin down): 0.290 / 0.291 Ha
relative energy (zero: lowest compared OMol25 entry of this formula, charge and spin): 72.0 kcal per mole
LUMO level (spin up / spin down): -4.05 / -4.05 eV